Record 1
Computed, not measured: a structure of composition C19H15FeNOS4 at a distorted geometry, with ωB97M-V/def2-TZVPD.

```
41
Properties=species:S:1:pos:R:3:forces:R:3
Fe 0.607 0.544 -0.796 -0.8879 -0.1950 0.3807
S 0.724 2.567 0.484 0.6022 -0.0455 -0.2679
S 0.561 -1.493 -1.975 -1.2599 -0.1908 0.1154
S 2.501 -0.301 0.306 -0.1370 0.7449 -0.1189
S -1.258 1.319 -1.642 -0.4858 -2.0341 0.2796
O 0.638 0.637 -2.679 2.1833 1.7194 -0.6238
N -0.422 -0.189 0.846 -0.3210 -0.7400 -0.8848
C -0.630 -1.990 2.393 0.0041 0.0520 0.0623
C 4.706 2.064 2.701 -0.0292 0.0504 0.0120
C -0.985 -1.257 -2.821 0.3749 -0.1669 0.5768
C -2.400 0.809 -0.257 -0.1182 0.5228 -0.0741
C 4.223 1.039 1.913 0.0157 -0.0282 0.0188
C 3.003 1.144 1.240 0.2611 -0.2422 0.1688
C -1.492 -2.264 -3.634 -0.1674 -0.1418 -0.2155
C 2.231 2.316 1.315 -0.1420 0.0903 -0.0081
C 1.634 -1.257 1.595 -0.1502 -0.0462 -0.0488
C 3.945 3.230 2.805 0.0432 -0.0525 -0.0087
C -2.924 0.068 -3.405 -0.1901 -0.0591 -0.1393
C -3.410 -0.948 -4.231 -0.0966 0.2558 0.1041
C -2.687 -2.117 -4.336 0.2384 -0.1743 0.0508
C -1.742 -0.076 -2.706 -0.2413 0.2499 0.1420
C -2.007 -1.916 2.317 0.0109 0.0485 -0.0376
C -2.576 -0.999 1.449 0.0031 -0.0748 0.0295
C 0.126 -1.119 1.621 0.3820 0.1840 0.0930
C 2.752 3.348 2.128 -0.0535 0.0131 0.0258
C -1.759 -0.163 0.701 -0.1189 0.2211 0.3920
H -3.304 0.358 -0.666 0.0144 0.0026 -0.0256
H -0.137 -2.725 3.016 -0.0032 -0.0070 -0.0061
H -2.630 -2.585 2.898 -0.0017 0.0007 0.0017
H 4.795 0.124 1.806 -0.0148 -0.0064 -0.0142
H 2.174 4.261 2.204 -0.0055 -0.0050 -0.0065
H 4.296 4.056 3.414 0.0027 0.0015 -0.0034
H -4.334 -0.810 -4.778 0.0037 0.0075 -0.0053
H 1.858 -2.307 1.400 0.0690 0.0146 -0.0098
H 5.652 1.964 3.217 0.0056 0.0090 -0.0057
H -2.723 1.702 0.287 0.1972 0.0397 0.0513
H -0.921 -3.179 -3.729 0.0029 0.0043 0.0128
H 2.075 -0.991 2.557 -0.0103 -0.0041 0.0095
H -3.477 0.998 -3.315 0.0131 0.0047 -0.0008
H -3.036 -2.923 -4.970 0.0052 -0.0026 -0.0019
H -3.649 -0.941 1.326 0.0015 -0.0201 -0.0204
```
Forces are in eV/Å.

The total energy is -3719.47383 a.u. The spin multiplicity is 2. The net charge is -1. As for the HOMO energy (alpha / beta): -3.19 / -3.06 eV. The lowest unoccupied orbital energy (alpha / beta) comes out at 2.72 / 2.70 eV. Its orbital gap (alpha / beta) is 5.9 / 5.8 eV.


Record 2
Computed, not measured: a structure of composition C6H9BF7NZn at a distorted geometry, with ωB97M-V/def2-TZVPD.

```
25
Properties=species:S:1:pos:R:3:forces:R:3
Zn -0.324 3.866 -3.775 0.1993 0.2806 -0.4634
F 0.256 3.620 0.441 0.7205 -0.4429 -0.5727
F 2.007 2.300 0.094 -0.6757 0.6832 -0.2800
F -0.383 0.991 0.504 0.1537 -0.0241 0.3883
F -0.709 3.058 -2.042 -0.3782 -0.2138 0.3769
F 1.604 4.001 -1.248 -0.1345 -0.2399 0.4808
F -1.833 1.086 -1.107 -0.3007 -0.0813 -0.0623
F 1.026 1.810 -2.441 0.0933 -0.0981 -0.3961
N 0.273 -1.661 -0.802 -0.6472 1.5599 0.8524
C -0.596 -2.059 0.317 0.7988 -0.4698 0.3089
C -0.530 -2.151 2.837 0.2214 0.0483 0.0878
C 1.051 3.047 -0.457 0.2070 0.2669 0.2538
C 0.234 -2.430 1.556 -0.3463 0.0874 0.0731
C -0.520 0.930 -0.815 -0.6015 0.1735 -0.3253
C 0.234 2.161 -1.430 0.3301 -0.2040 0.6888
B -0.076 -0.490 -1.514 0.5937 -0.8093 -0.6221
H 0.129 -2.354 3.671 0.1090 -0.1533 0.2769
H 1.160 -1.865 1.577 0.2455 0.1440 -0.0992
H -1.132 -2.949 -0.001 -0.3530 -0.1689 -0.1129
H 0.470 -3.483 1.508 0.2896 -0.2828 -0.0695
H -1.406 -2.772 2.944 -0.3194 -0.1855 -0.0194
H 1.266 -1.759 -0.591 0.0949 -0.7261 -0.4498
H -0.815 -1.111 2.927 -0.1665 0.3129 -0.0703
H -0.058 -0.492 -2.711 0.0535 0.3003 -0.0177
H -1.329 -1.293 0.558 -0.1874 0.2426 -0.2272
```
Forces are in eV/Å.

The total energy is -2791.17189 a.u. The spin multiplicity is 1. The net charge is +2. As for the HOMO energy: -15.93 eV. The lowest unoccupied orbital energy comes out at -13.43 eV. Its orbital gap is 2.5 eV.


Record 3
Computed, not measured: the ion C4H9N2 with charge +1 at a distorted geometry, with ωB97M-V/def2-TZVPD.

```
15
Properties=species:S:1:pos:R:3:forces:R:3
N -2.260 0.220 -0.058 2.4278 -0.2486 -1.2363
N -3.376 0.150 0.171 -4.7625 0.4734 1.3897
C 1.890 0.768 0.143 -0.5759 -1.3030 0.0365
C -0.145 -0.895 0.253 0.3705 1.6331 0.9417
C -1.019 0.268 -0.018 0.0705 0.7237 0.3363
C 1.197 -0.580 -0.378 -0.2520 2.1774 1.3518
H 1.865 1.636 -0.549 0.0091 -0.7886 0.2351
H -0.615 1.245 -0.210 0.1750 0.5118 0.0761
H 0.037 -0.941 1.361 -0.5361 -0.0585 -0.7793
H 1.467 1.085 1.102 0.4404 -0.0489 0.0907
H 1.152 -0.339 -1.390 -0.1956 -0.9236 -2.0263
H 1.834 -1.354 -0.075 1.0083 -1.2577 -0.3647
H -0.736 -1.703 -0.074 0.1079 -1.7287 -0.3629
H -4.180 0.095 -0.514 1.4699 -0.3636 -0.0542
H 2.891 0.343 0.237 0.2425 1.2016 0.3659
```
Forces are in eV/Å.

The total energy is -266.93339 a.u. The spin multiplicity is 1. The net charge is +1. As for the HOMO energy: -15.36 eV. The lowest unoccupied orbital energy comes out at -5.69 eV. Its orbital gap is 9.7 eV.